C36H32BrMgN4O6S3 | ωB97M-V/def2-TZVPD

The relative energy (zero: lowest compared OMol25 entry of this formula, charge and spin) is 16.8 kcal/mol. The total energy comes out at -6030.42159 Ha. Its spin multiplicity is 1. As for the largest force on an atom: 1.38 eV/Å. Its frontier orbital gap is 6.94 eV. Its total charge is -1. The LUMO energy comes out at 2.203 eV. The value obtained for the molar mass is 817.08 g mol⁻¹.

Element x y z (Å)
1 Mg 0.201 0.094 1.324
2 Br 3.846 1.227 2.517
3 C 3.509 -0.483 1.780
4 C 4.604 -1.337 1.743
5 C 4.430 -2.591 1.187
6 C 3.174 -2.949 0.736
7 C 2.140 -2.034 0.839
8 N 2.306 -0.793 1.321
9 C 0.731 -2.445 0.422
10 O 0.557 -3.650 0.205
11 O -0.119 -1.515 0.315
12 H 5.553 -1.016 2.146
13 H 5.264 -3.277 1.118
14 H 2.960 -3.922 0.320
15 O -0.989 -1.451 4.944
16 S -0.678 -1.582 3.536
17 O 0.727 -1.714 3.233
18 N -1.230 -0.415 2.626
19 C -2.526 -0.023 2.540
20 C -3.577 -0.415 3.361
21 C -4.854 0.136 3.199
22 C -5.123 1.068 2.231
23 C -4.099 1.463 1.343
24 C -4.282 2.408 0.312
25 C -3.245 2.695 -0.530
26 C -2.017 2.035 -0.352
27 N -1.795 1.174 0.608
28 C -2.804 0.896 1.468
29 C -1.502 -3.094 3.032
30 C -1.467 -4.153 3.928
31 C -2.150 -5.322 3.634
32 C -2.849 -5.427 2.438
33 C -2.856 -4.374 1.536
34 C -2.193 -3.193 1.836
35 H -3.381 -1.125 4.152
36 H -5.643 -0.177 3.873
37 H -6.110 1.505 2.141
38 H -5.243 2.899 0.203
39 H -3.350 3.420 -1.325
40 H -1.190 2.258 -1.012
41 H -0.916 -4.029 4.852
42 H -2.148 -6.146 4.336
43 H -3.392 -6.337 2.209
44 H -3.384 -4.471 0.596
45 H -2.194 -2.358 1.150
46 O 0.214 3.377 1.077
47 C 0.456 2.795 2.136
48 O 0.772 1.578 2.330
49 H 0.418 3.408 3.073
50 N 1.028 0.774 -0.613
51 S 2.373 1.504 -0.853
52 C 2.195 3.289 -1.208
53 C 1.444 3.742 -2.278
54 C 1.309 5.105 -2.489
55 C 1.920 6.006 -1.628
56 C 2.672 5.544 -0.559
57 C 2.817 4.181 -0.351
58 C 2.911 1.127 -2.558
59 C 4.190 1.503 -2.942
60 C 4.631 1.228 -4.226
61 C 3.789 0.585 -5.125
62 C 2.518 0.198 -4.728
63 C 2.080 0.455 -3.435
64 H 0.303 0.935 -1.306
65 H 0.976 3.040 -2.959
66 H 0.720 5.464 -3.324
67 H 1.799 7.070 -1.787
68 H 3.135 6.245 0.124
69 H 3.402 3.809 0.480
70 H 4.831 2.018 -2.235
71 H 5.630 1.519 -4.526
72 H 4.125 0.388 -6.135
73 H 1.861 -0.308 -5.424
74 H 1.098 0.125 -3.111
75 C -1.543 -3.027 -2.296
76 S -1.565 -1.222 -2.246
77 C -2.509 -0.984 -3.788
78 H -1.009 -3.362 -3.185
79 H -2.569 -3.399 -2.306
80 H -1.027 -3.378 -1.405
81 H -3.456 -1.518 -3.720
82 H -1.936 -1.354 -4.639
83 H -2.700 0.081 -3.905